This record from the Open Molecules 2025 dataset describes a single C6H10 molecule in a non-equilibrium geometry. The level of theory is ωB97M-V with the def2-TZVPD basis set.

```
16
Properties=species:S:1:pos:R:3:forces:R:3:mulliken_charge:R:1
C -0.106017 -1.265143 1.284220 0.0 0.0 0.0 -1.4545
C 0.050441 0.232891 1.097298 0.1 0.0 0.2 0.0767
C 0.808485 0.871348 -0.017726 0.7 0.1 0.3 -0.3164
C 0.743169 0.034732 -1.262070 -0.1 -0.4 0.3 -0.7603
C -0.878953 0.174402 -1.158966 1.3 -0.7 -0.4 -0.7644
C -0.692972 1.059226 0.067659 0.1 0.1 -0.1 -0.2336
H 0.819751 -1.717387 1.657996 -0.1 0.1 0.0 0.3108
H -0.365224 -1.782113 0.355914 0.1 0.1 0.2 0.3589
H -0.899752 -1.478615 2.008801 0.1 0.0 -0.1 0.3417
H 0.230829 0.762185 2.028722 -0.3 0.0 0.0 0.4271
H 1.536118 1.651269 0.140456 0.2 0.0 0.2 0.3791
H 1.152003 0.599233 -2.128791 -0.6 -0.4 0.4 0.3375
H 1.200824 -0.955116 -1.296191 0.0 0.0 0.4 0.2856
H -1.580350 -0.661772 -1.006142 0.6 0.1 -0.5 0.3342
H -0.802601 0.513809 -2.168788 -2.2 1.3 -0.4 0.3132
H -1.215750 1.961052 0.397609 0.0 -0.4 -0.4 0.3645
```
Forces are in eV/Å.

Values from the calculation:
**Energy relative to the best compared isomer or geometry (same formula, charge and spin)**: 2.1768 eV
**LUMO energy**: 1.162 eV
**SMILES string**: C[C@H]1[C@H]2CC[C@@H]12
**Electronic energy**: -6381.6827 eV
**Orbital gap**: 0.388 Eh


This record from the Open Molecules 2025 dataset describes a molecular structure, C9H19Be2ClNO5 in a non-equilibrium geometry. The level of theory is ωB97M-V with the def2-TZVPD basis set.

```
37
Properties=species:S:1:pos:R:3:forces:R:3:mulliken_charge:R:1
Be -28.004873 -4.193778 4.319739 3.0 -3.3 0.7 0.4856
Be -26.847150 -0.144905 2.351600 1.7 -2.0 2.3 1.1119
Cl -25.991600 -2.492620 4.144383 5.4 -4.0 5.2 2.5572
O -26.182550 -1.234720 3.494239 -1.6 7.6 -5.1 -0.6263
O -26.473368 -3.476245 3.265248 -3.3 -1.1 -1.7 -0.7526
O -24.643104 -2.842569 4.461611 -1.6 2.9 -1.6 -0.5319
O -26.777351 -2.467080 5.328286 -1.3 1.3 -1.4 -0.7120
C -26.901525 -5.852322 2.288826 -1.8 -2.2 -0.2 -1.9636
C -26.290564 -6.482617 3.619622 0.3 0.5 -2.3 1.2715
C -24.823477 -6.068787 3.571287 1.2 1.0 2.2 -0.8942
C -24.083541 -6.081435 4.980721 -0.2 -1.1 -1.5 -0.7839
C -24.814936 -5.235652 5.928745 -1.0 1.4 0.0 -0.9208
C -26.354046 -5.571885 6.093892 1.6 -2.2 2.4 1.5798
N -27.006689 -5.742776 4.736877 0.3 3.7 -0.5 0.7716
O -28.390694 -6.100233 4.746666 0.4 1.0 0.3 -0.4118
C -26.514462 -6.936931 6.850937 1.3 -0.2 0.0 -1.6963
C -27.015304 -4.528144 6.963155 -2.0 0.6 -0.3 -2.0485
C -26.472586 -8.013922 3.672777 -1.0 0.0 1.3 -1.3739
H -26.451493 -6.319411 1.412814 0.1 0.0 0.1 0.5168
H -27.087688 -4.815791 2.007662 1.1 0.0 0.5 0.2019
H -27.942741 -6.171908 2.245972 -0.2 -0.8 -0.2 0.5908
H -24.139553 -6.439143 2.807614 -0.8 -1.0 -0.1 0.6019
H -24.919783 -5.031286 3.251260 0.7 0.2 0.3 0.2255
H -23.035034 -5.805242 4.868968 -0.1 0.4 -0.1 0.5090
H -23.991195 -7.019905 5.527377 -0.2 -0.8 -0.9 0.3791
H -24.740285 -4.213977 5.556291 -0.1 -0.5 0.7 0.2569
H -24.256039 -5.217325 6.864369 -0.7 -0.1 0.5 0.5299
H -25.721469 -7.632796 6.577041 -0.4 -0.3 -0.8 0.3428
H -26.246130 -6.917827 7.907214 -0.6 0.9 0.2 0.4802
H -27.504175 -7.385858 6.766981 0.0 0.0 0.0 0.3659
H -26.662190 -4.247480 7.955449 0.9 -0.8 0.0 0.4630
H -27.061572 -3.533328 6.520080 -0.3 -1.1 0.7 0.3740
H -28.028310 -4.851035 7.203327 -0.3 -0.1 -0.1 0.5650
H -27.502432 -8.353432 3.783424 -0.6 0.3 -0.8 0.4521
H -26.142404 -8.426591 4.626081 1.0 0.2 -0.2 0.3041
H -26.055696 -8.579399 2.839388 0.2 0.4 0.0 0.4216
H -28.346024 -7.033066 4.968977 -1.2 -1.0 0.2 0.3577
```
Forces are in eV/Å.

Values from the calculation:
**Net charge**: +3
**Energy relative to the best compared isomer or geometry (same formula, charge and spin)**: 0.0000 eV
**LUMO energy**: -16.627 eV
**Electronic energy**: -34646.7532 eV
**Orbital gap**: 0.108 Eh


This record from the Open Molecules 2025 dataset describes 7 unconnected molecules or ions with the total composition C34H62BrClO9. The level of theory is ωB97M-V with the def2-TZVPD basis set.

```
107
Properties=species:S:1:pos:R:3:forces:R:3:mulliken_charge:R:1
C -3.311638 -1.476702 4.080494 0.4 -0.1 0.6 -1.5017
C -1.880589 -1.874089 3.738705 -0.2 0.1 -0.3 -0.0875
C -1.572541 -2.091561 2.222507 0.1 0.3 0.5 0.1923
Cl -3.054796 -2.257017 1.250052 0.0 -0.2 -0.3 -0.1886
C -0.607913 -1.033420 1.723409 -0.1 0.1 -0.5 -0.0158
C 0.672396 -1.087649 2.105444 0.4 -0.3 0.0 1.0713
C 1.258880 -2.187306 2.944013 -0.4 0.2 0.1 -1.8664
C 1.628617 0.000445 1.736886 -0.2 -0.1 0.2 0.1808
O 2.608415 0.194751 2.423961 0.2 0.0 -0.2 -0.6456
C 1.319473 0.797114 0.529268 -0.3 -0.3 0.4 0.1223
C 2.336220 1.471859 -0.091984 0.8 0.4 0.0 -1.1791
C 2.079222 2.232499 -1.212171 -0.1 0.0 -0.1 -0.9011
C 0.785527 2.277110 -1.679896 0.1 0.3 -0.4 -0.6565
C -0.259657 1.609674 -1.063283 -0.7 0.1 0.1 0.6629
C -1.624191 1.764508 -1.716087 0.0 -0.3 0.2 -0.1218
C -1.819692 0.613355 -2.691750 0.2 0.4 -0.3 0.4283
O -1.200289 0.526835 -3.698837 -0.1 -0.2 0.0 -0.5048
Br -3.145226 -0.735025 -2.264754 0.0 0.0 0.2 -0.1988
C 0.002745 0.845946 0.073782 0.1 -0.2 -0.1 -0.1290
C -1.044445 0.125847 0.878866 -0.1 0.3 0.1 0.7186
O -2.187850 0.520901 0.901950 0.0 -0.1 0.1 -0.3559
H -4.047594 -2.215711 3.781994 -0.1 0.1 -0.2 0.4629
H -3.369296 -1.393186 5.168768 0.0 0.0 0.0 0.4318
H -3.533669 -0.488799 3.693202 -0.3 -0.1 -0.2 0.1072
H -1.577270 -2.759105 4.297255 -0.1 -0.2 -0.1 0.2964
H -1.226351 -1.068396 4.071130 0.1 0.0 0.1 0.1487
H -1.069480 -3.046684 2.105580 0.0 0.0 0.0 0.4177
H 0.985640 -3.153008 2.519300 0.1 -0.1 0.0 0.3817
H 2.334832 -2.080271 3.006500 0.1 -0.1 0.0 0.4553
H 0.850023 -2.153664 3.953215 0.1 0.0 0.1 0.2974
H 3.335274 1.419715 0.316123 0.0 0.0 0.1 0.8268
H 2.852061 2.785054 -1.723052 0.2 -0.1 0.0 0.4024
H 0.560406 2.862185 -2.561663 0.0 0.0 0.0 0.3097
H -2.435072 1.898182 -1.008392 0.0 -0.2 0.0 -0.0647
H -1.573081 2.637449 -2.362764 -0.1 0.1 0.0 0.5172
C -4.384171 4.184571 2.274219 0.0 0.1 0.0 -0.5425
C -4.894778 3.578927 0.975379 -0.1 -0.2 0.3 0.3188
C -6.238522 2.893266 1.171961 0.0 0.0 -0.1 -1.3672
O -3.941810 2.656418 0.455587 -0.1 0.2 0.0 -0.4105
H -4.239813 3.400548 3.023087 -0.1 0.1 -0.2 -0.3894
H -3.420537 4.671251 2.117225 0.0 0.0 0.0 0.3013
H -5.085624 4.919853 2.672738 0.0 0.0 0.0 0.4924
H -4.992135 4.361895 0.221294 0.0 0.0 -0.1 0.3977
H -6.144839 2.076339 1.892749 0.0 0.0 0.1 0.2918
H -6.589229 2.464265 0.233032 0.0 0.0 0.0 0.3419
H -6.991479 3.592825 1.539066 0.0 0.0 0.0 0.4131
H -3.825137 1.943977 1.097335 0.1 -0.1 -0.1 0.1309
C -8.640374 -4.336511 2.950268 -0.1 0.1 0.0 -1.3138
C -7.387443 -3.603925 2.494003 0.0 -0.3 0.2 0.3843
C -6.321211 -4.568498 1.998697 0.1 0.1 -0.1 -0.9536
O -6.874154 -2.796752 3.553793 0.0 0.1 -0.1 -0.5272
H -8.406668 -5.006698 3.782377 0.0 0.0 0.0 0.3400
H -9.392072 -3.628038 3.299165 0.0 0.0 0.0 0.3266
H -9.069547 -4.930343 2.141957 0.0 0.0 0.0 0.3748
H -7.645553 -2.907747 1.695078 0.0 0.1 0.0 0.2573
H -6.015657 -5.244287 2.803048 -0.1 0.0 0.0 0.3151
H -5.434166 -4.024267 1.674387 0.0 0.0 0.0 0.0548
H -6.685656 -5.170168 1.164657 0.0 0.0 0.0 0.4223
H -6.636715 -3.384105 4.279798 0.0 0.0 0.0 0.3376
C 4.381055 -1.681911 -2.591687 -0.1 0.1 -0.1 -1.2480
C 5.307575 -0.482422 -2.725592 0.0 -0.3 0.3 0.3125
C 6.753242 -0.861134 -2.449627 0.1 0.1 0.0 -1.0845
O 4.882847 0.558669 -1.843767 0.0 0.1 -0.1 -0.4513
H 4.420294 -2.079242 -1.573048 0.1 0.0 0.0 0.3091
H 3.348525 -1.393848 -2.793373 0.0 0.0 0.0 0.2989
H 4.661879 -2.478788 -3.282065 0.0 0.0 0.0 0.3832
H 5.224877 -0.069215 -3.731552 0.0 0.1 0.0 0.3033
H 6.863925 -1.235544 -1.427164 -0.1 -0.1 0.0 0.3515
H 7.404256 0.007584 -2.547957 0.0 0.0 -0.1 0.3200
H 7.099049 -1.631928 -3.139015 0.0 0.0 0.0 0.1876
H 4.947185 0.220312 -0.943635 0.0 0.0 0.0 0.3227
C -2.358785 2.029331 6.582539 0.0 -0.2 0.0 -1.5473
C -2.305119 1.982568 5.063515 -0.1 0.3 0.2 1.2035
C -1.822748 3.300215 4.476662 0.1 -0.1 -0.1 -1.3586
O -3.585836 1.638947 4.532978 0.0 0.0 0.0 -0.5416
H -3.060849 2.799251 6.914103 0.0 0.1 0.0 0.3761
H -2.703403 1.075249 6.982931 0.0 0.0 0.0 0.3397
H -1.379024 2.252497 7.007026 0.0 0.0 0.0 0.3867
H -1.635223 1.180399 4.748182 -0.1 -0.1 -0.1 -0.1995
H -2.508497 4.109259 4.744099 0.0 0.0 0.1 0.3615
H -1.787943 3.244565 3.387808 0.0 0.0 0.0 0.1857
H -0.828273 3.557449 4.843984 0.0 0.0 0.0 0.4552
H -4.208803 2.326873 4.794193 0.0 0.0 0.1 0.2764
C 8.626712 -4.451765 -2.647634 -0.1 0.1 0.1 -1.0779
C 8.755073 -4.053718 -4.110317 0.4 -0.2 0.2 0.4663
C 9.508023 -5.102945 -4.913819 0.0 0.0 -0.1 -1.4253
O 9.408648 -2.788705 -4.214497 -0.2 0.1 -0.1 -0.5424
H 9.614134 -4.549480 -2.188205 0.0 -0.1 -0.1 0.3439
H 8.083449 -3.687813 -2.090812 0.0 0.0 0.0 0.1957
H 8.101957 -5.402080 -2.538091 0.0 0.0 0.0 0.3634
H 7.760896 -3.915316 -4.538557 0.0 0.1 0.0 0.2914
H 10.522219 -5.223976 -4.523542 0.0 0.0 0.1 0.3509
H 9.590689 -4.798359 -5.957215 0.0 0.0 0.0 0.3389
H 9.006568 -6.070841 -4.871751 0.0 0.0 0.0 0.3718
H 10.291070 -2.885438 -3.840189 0.0 0.0 0.0 0.3475
C 0.402435 3.906839 -5.804787 -0.1 0.1 0.1 -1.0179
C 1.626117 4.706670 -6.223497 0.1 -0.3 0.1 0.3059
C 2.678041 3.821235 -6.874136 0.1 0.1 0.0 -1.1478
O 2.182297 5.391171 -5.100766 -0.1 0.1 -0.1 -0.5463
H 0.677478 3.145783 -5.068260 0.0 -0.1 -0.1 0.1376
H -0.341018 4.558149 -5.343490 0.0 0.0 0.0 0.3085
H -0.056045 3.404286 -6.657209 0.0 0.0 0.0 0.4186
H 1.326699 5.488271 -6.922805 0.0 0.1 0.0 0.3054
H 3.021309 3.058761 -6.169156 -0.1 0.0 0.0 0.2453
H 3.545517 4.412093 -7.168943 0.0 0.0 0.0 0.3260
H 2.282115 3.317753 -7.757159 0.0 0.0 0.0 0.3546
H 2.463610 4.725659 -4.463370 0.0 0.0 0.0 0.3322
```
Forces are in eV/Å.

Values from the calculation:
**LUMO energy**: -0.968 eV
**SMILES string**: CC[C@@H](Cl)C1=C(C)C(=O)c2cccc(CC(=O)Br)c2C1=O.CC(C)O.CC(C)O.CC(C)O.CC(C)O.CC(C)O.CC(C)O
**Electronic energy**: -137255.9835 eV
**Orbital gap**: 0.315 Eh


This record from the Open Molecules 2025 dataset describes a single H2S2 molecule. The level of theory is ωB97M-V with the def2-TZVPD basis set.

```
4
Properties=species:S:1:pos:R:3:forces:R:3:mulliken_charge:R:1
S 0.170576 -1.006171 0.453958 0.5 -0.5 -0.1 -0.1668
S -0.614699 0.256681 -0.946693 0.1 0.7 0.1 -0.1640
H 0.044212 -0.410290 1.654757 -0.3 0.4 -0.3 0.1620
H 0.399910 1.159781 -1.162023 -0.3 -0.6 0.2 0.1689
```
Forces are in eV/Å.

Values from the calculation:
**Energy relative to the best compared isomer or geometry (same formula, charge and spin)**: 0.0409 eV
**LUMO energy**: 0.341 eV
**SMILES string**: SS
**Electronic energy**: -21702.6853 eV
**Orbital gap**: 0.363 Eh


This record from the Open Molecules 2025 dataset describes a molecular structure, C3H6NO2S in a non-equilibrium geometry. The level of theory is ωB97M-V with the def2-TZVPD basis set.

```
13
Properties=species:S:1:pos:R:3:forces:R:3:mulliken_charge:R:1
C 3.200044 0.264752 -1.202037 1.0 0.3 -1.4 0.0933
C -1.006425 -0.556564 -0.106870 1.9 -1.1 1.5 -0.7481
C -0.398270 0.701714 0.338987 -0.3 -1.3 -0.4 -0.4209
N 2.622482 0.232282 -0.213701 0.5 -0.1 -1.4 -0.2745
O 1.317906 -1.739128 1.478582 -0.1 0.8 -0.3 -0.3781
O 2.563545 0.130440 2.479791 -1.0 0.3 -0.4 -0.4165
S 1.514899 -0.328629 1.627077 0.0 -0.6 0.9 0.9308
H 3.796459 0.349177 -2.171536 -1.1 -0.2 1.8 0.3631
H -0.159349 -1.271411 -0.517480 -1.7 1.2 1.1 0.2968
H -1.552153 -0.925421 0.789366 0.2 -0.5 -1.1 0.3243
H -1.643903 -0.478432 -0.973541 -0.5 0.6 -0.3 0.3961
H -0.755200 1.432963 1.004227 -1.1 0.0 1.8 0.4142
H 0.211859 1.262763 -0.263038 2.1 0.6 -1.9 0.4194
```
Forces are in eV/Å.

Values from the calculation:
**Net charge**: +1
**Energy relative to the best compared isomer or geometry (same formula, charge and spin)**: 4.4123 eV
**LUMO energy**: -6.790 eV
**Electronic energy**: -19616.9360 eV
**Orbital gap**: 0.333 Eh